[1]
21 unconnected molecules or ions with the total composition H42O21 in a non-equilibrium geometry. Source: OMol25; level of theory: ωB97M-V with the def2-TZVPD basis set.

## Properties
Max |F| ... 0.0671 hartree/bohr
HOMO-LUMO gap ... 0.3758 hartree
Highest occupied orbital energy ... -10.59 eV
Net charge ... 0

Bonds (Å) are listed after each position.
Cartesian coordinates (Å):
1 O 1.562 0.429 -0.485  H2 0.958, H3 0.967
2 H 0.762 -0.075 -0.642  O1 0.958
3 H 2.238 -0.069 -0.965  O1 0.967
4 O 0.628 -3.229 -1.867  H5 0.967, H6 0.984
5 H -0.045 -2.791 -2.406  O4 0.967
6 H 1.081 -3.612 -2.652  O4 0.984
7 O -1.125 0.003 -0.800  H8 0.994, H9 0.973
8 H -1.542 0.885 -0.991  O7 0.994
9 H -1.871 -0.534 -1.117  O7 0.973
10 O -1.848 -1.500 1.425  H11 0.974, H12 1.004
11 H -1.432 -0.908 2.077  O10 0.974
12 H -1.746 -0.974 0.577  O10 1.004
13 O -2.932 1.946 2.233  H14 0.966, H15 0.972
14 H -2.722 2.718 2.773  O13 0.966
15 H -2.072 1.781 1.812  O13 0.972
16 O -2.786 2.236 -0.958  H17 0.985, H18 0.967
17 H -2.230 2.686 -0.281  O16 0.985
18 H -2.825 2.876 -1.682  O16 0.967
19 O 3.513 2.150 -1.519  H20 0.998, H21 1.003
20 H 4.234 2.335 -0.855  O19 0.998
21 H 3.319 1.321 -0.988  O19 1.003
22 O -1.120 -3.657 3.070  H23 0.968, H24 0.968
23 H -1.396 -2.866 3.556  O22 0.968
24 H -1.815 -3.646 2.396  O22 0.968
25 O -2.470 0.293 -4.348  H26 0.978, H27 0.963
26 H -2.502 -0.537 -3.831  O25 0.978
27 H -1.803 0.084 -5.011  O25 0.963
28 O -0.845 3.392 -3.065  H29 0.989, H30 0.970
29 H -1.038 2.422 -3.093  O28 0.989
30 H -0.012 3.316 -3.556  O28 0.970
31 O 3.809 0.633 1.351  H32 0.965, H33 0.957
32 H 4.206 0.028 0.712  O31 0.965
33 H 2.919 0.422 1.633  O31 0.957
34 O 0.896 -2.565 1.143  H35 0.966, H36 0.978
35 H 0.457 -2.588 0.282  O34 0.966
36 H 0.172 -2.919 1.697  O34 0.978
37 O -3.929 0.031 -0.443  H38 0.971, H39 0.962
38 H -4.114 0.506 0.384  O37 0.971
39 H -4.482 0.483 -1.086  O37 0.962
40 O -0.606 2.646 0.667  H41 0.963, H42 0.972
41 H -0.727 3.363 1.297  O40 0.963
42 H 0.346 2.455 0.709  O40 0.972
43 O 3.790 -1.749 0.070  H44 0.975, H45 0.973
44 H 3.049 -1.878 0.690  O43 0.975
45 H 3.993 -2.700 0.042  O43 0.973
46 O -1.284 -2.288 -4.283  H47 0.986, H48 0.960
47 H -0.391 -1.929 -4.069  O46 0.986
48 H -1.817 -2.496 -3.513  O46 0.960
49 O 2.082 2.889 1.367  H50 0.961, H51 0.968
50 H 1.942 3.765 1.735  O49 0.961
51 H 2.326 2.935 0.431  O49 0.968
52 O 0.128 -0.590 -2.843  H53 0.968, H54 0.967
53 H 0.296 0.329 -3.096  O52 0.968
54 H -0.180 -0.396 -1.947  O52 0.967
55 O -1.478 -0.009 3.760  H56 0.964, H57 0.997
56 H -0.817 0.692 3.792  O55 0.964
57 H -2.304 0.543 3.681  O55 0.997
58 O 2.990 -2.622 2.710  H59 0.972, H60 0.979
59 H 3.110 -3.206 1.943  O58 0.972
60 H 2.016 -2.516 2.722  O58 0.979
61 O 1.242 0.843 3.480  H62 0.963, H63 0.962
62 H 1.850 0.097 3.523  O61 0.963
63 H 1.350 1.317 2.650  O61 0.962

=====

[2]
2 unconnected molecules or ions with the total composition C2H3ClN2 in a non-equilibrium geometry. Source: OMol25; level of theory: ωB97M-V with the def2-TZVPD basis set.

## Properties
Max |F| ... 0.1373 hartree/bohr
HOMO-LUMO gap (alpha / beta) ... 0.3451 / 0.3451 hartree
Highest occupied orbital energy (alpha / beta) ... -10.11 / -10.11 eV
Net charge ... 0

Bonds (Å) are listed after each position.
Cartesian coordinates (Å):
1 C 0.581 -0.484 0.031  N3 1.262, N4 1.377
2 C -1.553 0.201 -0.002  H6 1.021, H7 1.204, H8 1.018
3 N 1.416 -1.205 0.645  C1 1.262, N4 1.586
4 N 1.783 -0.324 -0.623  C1 1.377, N3 1.586, Cl5 1.814
5 Cl 2.626 1.152 0.010  N4 1.814
6 H -1.854 -0.618 -0.533  C2 1.021
7 H -1.282 1.256 -0.515  C2 1.204
8 H -1.718 0.022 0.987  C2 1.018